# 1
78
Properties=species:S:1:pos:R:3 method="wB97M-V/def2-TZVPD" e_lumo_ev=0.2 e_tot_ev=-86132.4771
In 0.03 0.11 -0.34
C -1.62 4.22 1.44
C -1.34 2.79 1.01
N -0.04 2.53 0.36
C 1.14 2.86 1.20
C 1.67 4.29 1.13
C 0.03 3.04 -1.02
C 1.27 2.52 -1.76
N 1.66 1.21 -1.24
C 2.68 0.52 -1.83
C 3.08 -0.70 -1.25
F 2.40 -1.11 -0.15
C 4.09 -1.49 -1.72
F 4.36 -2.64 -1.09
C 4.85 -1.10 -2.81
C 4.51 0.10 -3.39
F 5.21 0.54 -4.44
C 3.47 0.89 -2.93
F 3.25 2.05 -3.59
H -2.66 4.30 1.76
H -1.47 4.93 0.62
H -0.99 4.53 2.27
H -2.11 2.46 0.32
H -1.40 2.13 1.88
H 1.94 2.19 0.89
H 0.87 2.60 2.23
H 1.84 4.61 0.11
H 2.63 4.33 1.65
H 1.00 5.01 1.61
H 0.02 4.13 -1.07
H -0.85 2.67 -1.53
H 2.10 3.21 -1.64
H 1.01 2.48 -2.82
H 5.67 -1.70 -3.18
C 0.35 0.56 4.02
P -0.15 -0.28 2.46
C -1.78 -0.92 3.00
C 0.79 -1.84 2.46
C 1.70 -2.12 3.48
C 2.35 -3.34 3.56
C 2.06 -4.32 2.63
C 1.19 -4.04 1.59
C 0.56 -2.79 1.45
P -0.41 -2.44 -0.16
C -1.87 -3.45 0.28
C 0.62 -3.47 -1.27
H 1.37 0.92 3.96
H 0.23 -0.11 4.87
H -0.32 1.41 4.15
H -1.64 -1.71 3.73
H -2.34 -1.27 2.14
H -2.35 -0.10 3.45
H 1.92 -1.37 4.24
H 3.05 -3.53 4.36
H 2.52 -5.30 2.70
H 1.00 -4.81 0.86
H -1.52 -4.33 0.82
H -2.38 -3.73 -0.64
H -2.55 -2.89 0.91
H 0.17 -4.46 -1.34
H 1.64 -3.53 -0.90
H 0.62 -3.01 -2.25
C -4.26 1.37 -2.51
N -4.43 0.23 -1.60
C -4.86 -1.02 -2.24
C -3.59 0.13 -0.57
N -2.93 0.08 0.39
H -5.21 1.54 -3.01
H -3.48 1.18 -3.25
H -4.00 2.26 -1.94
H -5.77 -0.81 -2.80
H -5.09 -1.76 -1.47
H -4.10 -1.42 -2.91
O -1.61 -1.88 -1.80
S -1.07 -0.81 -2.74
O -1.32 0.51 -2.01
O 0.38 -0.96 -2.81
O -1.79 -0.85 -3.98

# 2
18
Properties=species:S:1:pos:R:3 method="wB97M-V/def2-TZVPD" charge=+1 e_lumo_ev="-5.7 / -5.7" smiles="C[C@@H]1N=[NH+]NNN1C" e_tot_ev=-10710.7870
C 0.16 -1.05 1.60
C -0.20 -0.80 0.08
N 0.96 -0.82 -0.71
N 1.59 0.22 -0.44
N 1.09 1.28 0.09
N -0.33 1.60 0.12
N -1.00 0.35 -0.16
C -1.39 0.20 -1.53
H -0.68 -1.35 2.15
H 0.68 -0.22 1.98
H 0.90 -1.93 1.56
H -0.66 -1.80 -0.31
H 2.44 0.42 -0.93
H 1.38 1.76 0.96
H -0.51 1.80 1.08
H -1.75 1.15 -2.03
H -0.48 -0.24 -2.02
H -2.18 -0.57 -1.50

# 3
65
Properties=species:S:1:pos:R:3 method="wB97M-V/def2-TZVPD" charge=+1 e_lumo_ev=-4.4 e_tot_ev=-108858.4478
O -6.20 -1.41 -8.39
C -4.87 -1.47 -8.69
F -4.20 -0.16 -8.92
C -4.02 -2.86 -8.85
C -3.19 -3.32 -7.50
C -2.06 -2.20 -7.01
C -2.21 -1.91 -5.40
C -3.76 -1.69 -4.91
N -4.75 -2.71 -5.42
Br -5.69 -3.57 -4.00
C -4.16 -3.82 -6.26
H -4.71 -3.72 -9.24
H -3.20 -2.68 -9.70
H -2.55 -4.27 -7.82
H -2.23 -1.19 -7.57
H -0.95 -2.57 -7.24
H -1.66 -0.87 -5.21
H -1.60 -2.69 -4.73
H -4.13 -0.64 -5.34
H -3.80 -1.60 -3.74
H -5.48 -2.23 -6.00
H -3.63 -4.68 -5.61
H -5.08 -4.38 -6.78
O -2.04 -2.92 -2.39
C -1.24 -2.24 -1.75
O 0.09 -2.49 -1.83
C 1.11 -1.65 -1.28
C 1.33 -1.96 0.19
C -1.72 -1.17 -0.82
H 0.89 -0.59 -1.46
H 2.03 -1.87 -1.83
H 0.44 -1.77 0.78
H 2.15 -1.35 0.59
H 1.58 -3.02 0.32
H -2.01 -1.63 0.13
H -2.60 -0.68 -1.27
H -1.00 -0.38 -0.64
O 0.37 -0.24 2.42
C 1.17 0.45 3.05
O 2.49 0.19 2.97
C 3.52 1.04 3.53
C 3.74 0.73 4.99
C 0.68 1.51 3.99
H 3.30 2.09 3.35
H 4.44 0.81 2.97
H 2.84 0.92 5.59
H 4.55 1.33 5.40
H 3.98 -0.33 5.13
H 0.39 1.06 4.94
H -0.19 2.00 3.54
H 1.41 2.30 4.17
O 3.39 3.42 5.38
C 3.60 4.13 6.35
O 4.35 3.67 7.38
C 4.81 4.48 8.48
C 3.74 4.58 9.56
C 2.96 5.48 6.46
H 5.15 5.46 8.14
H 5.68 3.98 8.90
H 2.83 5.06 9.18
H 4.10 5.15 10.41
H 3.44 3.58 9.89
H 1.94 5.36 6.83
H 2.94 5.94 5.47
H 3.50 6.18 7.11

# 4
13
Properties=species:S:1:pos:R:3 method="wB97M-V/def2-TZVPD" e_lumo_ev=0.8 smiles="O=C1CO[C@H]2C[C@@H]12" e_tot_ev=-9374.9091
O 1.20 2.05 0.75
C 0.73 1.03 0.32
C 1.46 -0.21 -0.06
O 0.65 -1.11 -0.69
C -0.62 -0.60 -0.66
C -1.34 -0.53 0.58
C -0.70 0.73 -0.01
H 2.05 -0.71 0.71
H 2.18 0.07 -0.99
H -0.98 -0.70 -1.76
H -0.89 -1.01 1.44
H -2.42 -0.53 0.57
H -1.34 1.55 -0.31

# 5
18
Properties=species:S:1:pos:R:3 method="wB97M-V/def2-TZVPD" charge=-1 e_lumo_ev=3.4 e_tot_ev=-9459.7250
C -0.37 -0.14 1.60
C -1.59 -0.99 1.30
C -0.74 1.11 2.40
H 0.12 0.16 0.67
H 0.38 -0.71 2.13
H -1.51 -1.69 0.47
H -1.88 -1.60 2.16
H -1.52 0.83 3.12
H -2.45 -0.36 1.07
H -1.29 1.80 1.75
H 0.12 1.57 2.86
C 1.21 -0.55 -2.90
C 1.93 0.79 -2.62
O 1.69 1.73 -3.40
O 2.77 0.73 -1.69
H 0.60 -0.91 -2.06
H 1.97 -1.32 -3.07
H 0.55 -0.46 -3.76

# 6
13
Properties=species:S:1:pos:R:3 method="wB97M-V/def2-TZVPD" e_lumo_ev=0.6 e_tot_ev=-19170.1240
C -1.69 1.67 -0.75
C 0.24 0.43 -0.15
C -0.31 -1.66 1.01
C -0.76 -2.85 0.73
H -2.04 2.97 -0.38
H -2.16 1.17 -1.87
H -1.90 0.81 0.28
H 0.28 -1.57 1.98
H -0.46 -3.59 1.45
H -1.61 -3.14 0.25
O -0.32 1.50 -0.76
O -0.57 -0.49 0.22
S 1.88 0.61 -0.15